Molecular formula: C18H54N18O36
Method: DFT, wB97M-V/def2-TZVPD

```
126
Properties=species:S:1:pos:R:3:forces:R:3
O -5.0678 5.3203 2.7721 2.673 0.867 -1.428
O 1.5469 4.9419 -2.8093 0.265 -0.441 -1.135
O -0.0869 1.5275 -1.8587 0.726 0.418 0.109
O -0.7347 3.1551 5.5570 1.982 0.558 -1.481
O 7.1261 -1.7181 -2.6230 -1.563 -0.144 -0.691
O 0.4762 -4.0214 1.7015 0.348 -0.514 -0.665
O -3.0352 5.2677 1.7263 -2.928 0.321 0.758
O 5.8948 5.0388 0.1951 0.937 -0.751 -1.333
O -5.2177 -4.1806 3.5094 0.343 -1.009 -0.803
O 3.4197 0.3537 -0.8115 -0.965 -0.589 -0.658
O 0.6198 3.1317 -0.5706 0.281 0.010 0.019
O -5.7417 -0.3700 -3.4608 0.023 0.177 -0.293
O 7.3635 -2.9116 -4.3701 0.247 -1.171 -0.374
O -4.9078 -4.3297 1.3145 -0.006 -1.137 1.180
O 1.0276 3.9203 4.4941 0.259 0.443 0.141
O -1.4451 -3.5208 -4.9302 -0.554 -1.973 1.926
O -0.3213 -2.9804 6.3571 1.363 0.651 -0.963
O -4.7310 0.7301 -1.9161 0.252 0.096 -0.889
O 4.3461 -3.1862 -1.7074 0.748 1.092 -0.872
O -4.2393 -2.7776 -1.2931 0.536 0.219 0.231
O 0.8616 -0.8671 -5.9067 0.908 0.165 -0.561
O -5.5029 2.3490 4.7144 0.603 0.148 -0.413
O -3.3285 2.2260 4.5591 -0.853 0.226 -0.020
O 5.0471 2.1019 2.7589 -1.306 -0.857 -0.202
O -0.9909 0.2095 -5.8323 0.927 0.131 -0.329
O 2.9380 1.3935 2.7955 2.052 0.655 0.331
O 4.9768 1.2324 -2.0690 -0.898 -1.239 1.129
O -0.9099 0.3084 1.1230 0.130 -1.326 -0.555
O 4.9965 6.8174 0.9684 -0.876 -1.113 -0.365
O -6.1407 -2.0302 -0.6350 -0.690 1.832 1.616
O -1.3081 -1.6153 0.1322 1.421 1.674 0.839
O 0.8278 -5.5328 0.1483 -0.040 0.716 0.815
O 3.4285 4.3774 -1.9899 0.046 -0.064 -0.551
O 1.5506 -3.5193 5.4248 0.270 0.467 -0.173
O -2.7680 -4.9633 -3.8250 2.923 1.850 -1.065
O 2.2709 -3.7574 -1.5624 -0.095 0.730 -0.349
N -5.4434 -2.8205 -1.1748 0.312 -1.516 -1.127
N 0.0136 -0.2002 -6.4259 -3.461 0.044 -0.435
N 0.1124 -4.8395 0.8642 1.211 -0.443 -0.459
N -1.6810 -4.3215 -4.0063 -2.466 0.204 0.253
N 0.0725 3.1982 4.5968 -2.613 -1.124 1.859
N 3.9357 1.9718 3.2648 -0.303 -0.105 -0.829
N -4.7586 0.1890 -3.0176 -0.584 -0.854 1.501
N -4.2530 5.0070 1.8721 0.321 -0.914 1.635
N 6.7073 -2.1620 -3.6936 1.820 1.255 -0.647
N -0.2290 2.5058 -1.1356 -2.579 -0.346 -0.028
N 4.5451 0.7002 -1.0340 1.391 2.265 -0.089
N 3.4144 -3.6821 -1.1508 -1.139 -1.961 0.019
N -4.3736 2.4194 5.1556 0.027 -0.656 1.801
N 5.0034 5.6060 0.7447 0.261 0.523 2.261
N -4.8930 -3.7828 2.4115 -0.820 2.321 -0.760
N -0.5480 -0.6848 0.4745 -2.745 0.079 0.512
N 2.6304 4.3881 -2.9209 -0.375 1.245 2.444
N 0.6476 -2.7359 5.6109 -1.456 -2.093 1.383
C 0.8048 -0.6959 0.0025 1.168 -0.590 -0.591
C -4.8104 3.9188 1.0784 -0.486 -1.064 -0.893
C 0.5699 -1.4879 4.8856 -0.265 1.273 -0.580
C -0.6888 -4.4901 -2.8959 1.163 -0.950 -0.369
C -0.0541 0.0096 -7.9510 1.218 -0.354 -0.191
C -1.2960 -5.0199 0.6911 -2.461 -0.662 0.921
C 5.4816 0.6432 0.1158 1.133 -0.610 0.128
C -4.6207 -2.3153 2.2989 1.153 0.595 0.265
C -1.7465 2.8376 -0.9222 0.875 -0.077 -0.244
C 3.8148 2.6875 4.5264 -1.196 -0.492 1.287
C -0.2248 2.2425 3.4950 0.793 0.081 -0.154
C -3.5259 0.1033 -3.8027 1.465 0.586 0.012
C -4.2781 2.7038 6.6791 0.094 0.719 -0.583
C 5.5032 -1.6418 -4.3880 -2.419 1.053 2.025
C 3.0278 3.5989 -4.1030 -0.553 0.882 0.469
C -6.1713 -3.9119 -1.8548 -0.477 0.230 -0.759
C 3.6938 -4.4236 0.0740 1.417 0.579 1.988
C 4.0241 4.6959 1.4847 -0.606 0.904 -0.782
H 2.2779 2.8116 -4.0260 0.745 -0.695 -0.411
H -3.7709 -2.1619 1.6337 -0.087 -0.249 -0.150
H -6.3933 -4.7426 -1.1850 0.570 0.067 -0.012
H 1.4672 -1.2181 4.3287 0.126 -0.375 0.387
H -0.6374 0.8505 -8.3262 0.361 0.490 1.069
H 0.3159 -4.3506 -3.2948 -0.210 0.533 0.001
H -2.2413 2.4443 -1.8102 0.060 0.144 0.211
H 1.4406 0.0320 0.5067 -0.414 -0.075 -0.014
H 0.7003 -0.4543 -1.0553 0.393 -0.033 0.011
H 3.0718 -4.0449 0.8850 -0.434 -0.358 -0.316
H -2.7015 0.4881 -3.2023 -0.257 0.345 -0.013
H 0.9977 0.0269 -8.2366 -0.214 0.181 -0.317
H 6.1619 -0.1707 -0.1351 0.099 -0.022 0.036
H 3.0959 5.2674 1.4856 -0.001 -0.277 0.422
H -5.2814 2.8807 7.0666 0.127 -0.181 -0.308
H -4.2295 3.6795 0.1877 -0.107 0.402 0.103
H -3.2065 -0.9160 -4.0196 -0.827 -0.069 -0.234
H -0.7015 -5.5267 -2.5589 -0.470 0.025 -0.172
H 4.4433 4.4939 2.4704 0.029 0.504 -0.200
H 5.5689 -0.7546 -5.0177 1.324 -0.474 -0.348
H 5.0019 0.4398 1.0732 -0.364 0.038 -0.604
H -0.7549 1.3698 3.8766 -0.158 0.470 -0.023
H 2.9086 2.3757 5.0457 0.045 -0.132 -0.239
H -3.6858 3.6151 6.7628 -0.004 -0.060 -0.074
H -4.8104 3.0446 1.7294 0.227 0.040 0.133
H -0.8634 -3.8730 -2.0146 -0.350 0.454 -0.620
H -0.7871 2.8256 2.7658 -0.048 -0.306 -0.037
H -1.6763 -4.5792 -0.2304 0.176 0.403 0.386
H -5.4670 -1.7975 1.8476 -0.137 -0.370 0.199
H 4.9118 -1.2033 -3.5842 -0.224 -0.261 0.212
H -5.8668 4.1138 0.8932 0.283 0.223 -0.246
H 6.0729 1.5560 0.1872 -0.301 0.026 -0.314
H 3.6438 3.7352 4.2791 0.651 -0.007 0.257
H 4.6630 2.3753 5.1357 0.149 0.790 -0.209
H 3.6654 -5.5099 -0.0112 -0.501 0.314 -0.446
H -1.9178 3.9050 -0.7829 0.394 -0.106 0.015
H -2.0630 2.2730 -0.0451 0.196 0.004 -0.039
H -3.6697 0.7198 -4.6900 0.082 -0.329 -0.042
H -1.5980 -6.0670 0.6682 0.737 -0.202 -0.313
H -0.2422 -1.6040 4.1679 -0.072 0.025 0.119
H 0.2945 -0.7401 5.6292 0.032 0.074 -0.250
H 4.8708 -2.4102 -4.8328 0.754 -0.198 -0.061
H -7.1208 -3.4406 -2.1090 0.069 -0.260 -0.207
H 4.0767 3.4583 -3.8421 -0.242 -0.968 -0.769
H -5.5826 -4.1282 -2.7463 -0.184 -0.522 0.238
H -3.7616 1.9253 7.2406 -0.068 -0.225 -0.603
H 3.8985 3.7474 0.9626 0.206 0.345 -0.271
H 0.7607 1.9693 3.1178 -0.293 -0.014 -0.310
H 2.8458 4.1856 -5.0035 0.104 -0.019 0.126
H -4.3435 -1.9191 3.2758 -0.407 -0.137 -0.018
H 4.7070 -4.1271 0.3456 0.059 -0.226 -0.096
H -0.5509 -0.8020 -8.4827 0.217 -0.669 0.827
H 1.1687 -1.7163 0.1220 0.083 0.095 -0.127
H -1.7528 -4.6836 1.6219 -0.225 0.687 -0.509
```
Forces are in eV/Å.

Strongest force on any atom   3.62 eV/Å
ΔE to the lowest compared entry with this formula, charge and spin   288.96 kJ/mol
2S+1   1
E_LUMO   -0.94 eV
Frontier orbital gap   9.874 eV

Atomic partial charges in e from the Mulliken method, atoms 1 to 99: atom 1 (O): -0.504, atom 2 (O): -0.558, atom 3 (O): -0.470, atom 4 (O): -0.536, atom 5 (O): -0.511, atom 6 (O): -0.439, atom 7 (O): -0.521, atom 8 (O): -0.524, atom 9 (O): -0.561, atom 10 (O): -0.396, atom 11 (O): -0.505, atom 12 (O): -0.567, atom 13 (O): -0.572, atom 14 (O): -0.531, atom 15 (O): -0.576, atom 16 (O): -0.503, atom 17 (O): -0.544, atom 18 (O): -0.475, atom 19 (O): -0.497, atom 20 (O): -0.342, atom 21 (O): -0.468, atom 22 (O): -0.507, atom 23 (O): -0.434, atom 24 (O): -0.447, atom 25 (O): -0.441, atom 26 (O): -0.377, atom 27 (O): -0.535, atom 28 (O): -0.495, atom 29 (O): -0.583, atom 30 (O): -0.540, atom 31 (O): -0.465, atom 32 (O): -0.510, atom 33 (O): -0.513, atom 34 (O): -0.528, atom 35 (O): -0.521, atom 36 (O): -0.421, atom 37 (N): 0.873, atom 38 (N): 0.774, atom 39 (N): 0.941, atom 40 (N): 0.841, atom 41 (N): 1.001, atom 42 (N): 0.796, atom 43 (N): 0.984, atom 44 (N): 0.892, atom 45 (N): 0.985, atom 46 (N): 0.850, atom 47 (N): 0.936, atom 48 (N): 0.896, atom 49 (N): 0.780, atom 50 (N): 0.936, atom 51 (N): 0.925, atom 52 (N): 1.123, atom 53 (N): 0.930, atom 54 (N): 0.902, atom 55 (C): -0.718, atom 56 (C): -0.540, atom 57 (C): -0.636, atom 58 (C): -0.221, atom 59 (C): -0.750, atom 60 (C): -0.614, atom 61 (C): -0.954, atom 62 (C): -0.511, atom 63 (C): -0.740, atom 64 (C): -0.865, atom 65 (C): -0.165, atom 66 (C): -0.358, atom 67 (C): -0.770, atom 68 (C): -0.454, atom 69 (C): -0.711, atom 70 (C): -0.870, atom 71 (C): -0.838, atom 72 (C): -0.481, atom 73 (H): 0.276, atom 74 (H): 0.033, atom 75 (H): 0.256, atom 76 (H): 0.204, atom 77 (H): 0.309, atom 78 (H): 0.275, atom 79 (H): 0.198, atom 80 (H): 0.151, atom 81 (H): 0.295, atom 82 (H): 0.239, atom 83 (H): -0.145, atom 84 (H): 0.305, atom 85 (H): 0.366, atom 86 (H): 0.256, atom 87 (H): 0.334, atom 88 (H): 0.100, atom 89 (H): 0.235, atom 90 (H): 0.335, atom 91 (H): 0.315, atom 92 (H): 0.282, atom 93 (H): 0.207, atom 94 (H): 0.177, atom 95 (H): 0.298, atom 96 (H): 0.285, atom 97 (H): 0.244, atom 98 (H): -0.216, atom 99 (H): 0.240